A structure of composition C44H44AuN3P2Si. Source: OMol25; level of theory: wB97M-V/def2-TZVPD.

Geometry as XYZ:
```
95
Properties=species:S:1:pos:R:3:lowdin_charge:R:1
N 0.474 -0.303 2.355 -0.102
H 3.728 -4.387 -2.490 0.120
C 1.886 -0.685 2.515 -0.236
C -3.666 -2.587 2.009 -0.071
C 0.500 -3.857 -1.629 -0.073
H -3.997 -1.606 -5.562 0.118
H 2.141 1.593 -5.870 0.119
H -2.808 -0.228 6.352 0.129
C 1.609 1.702 -4.934 -0.041
H -4.671 -2.278 2.269 0.117
C -3.909 4.558 -1.280 -0.050
H -1.073 3.101 1.731 0.101
H -2.844 1.279 4.452 0.124
H -1.935 4.739 -0.462 0.107
C -1.445 -1.008 -3.426 -0.090
C -3.229 -2.216 -2.322 -0.072
H -0.459 -0.558 -3.404 0.088
C -0.306 -0.154 3.418 -0.369
C -1.724 -3.945 2.438 -0.051
C 0.536 4.444 2.175 -0.060
H 3.863 -1.990 -1.993 0.108
C -3.005 -3.537 2.781 -0.056
P -0.642 2.149 -0.971 0.977
N 0.141 -0.239 4.684 -0.026
H -2.931 0.942 -2.220 0.083
H 1.578 -5.590 -2.275 0.120
H -5.800 4.107 -2.178 0.118
C 0.237 1.960 -2.537 -0.394
C 1.635 -4.535 -2.045 -0.041
C -2.145 -0.457 5.519 -0.146
C 2.911 -2.499 -1.881 -0.071
H 2.143 -1.383 1.715 0.097
C -3.042 -2.043 0.899 -0.129
C -2.633 0.225 4.260 -0.158
Si 1.882 0.054 -1.136 0.589
N -1.622 0.085 3.217 0.083
H 2.082 0.544 4.955 0.138
H 0.196 4.637 3.183 0.113
C -0.742 0.020 5.824 -0.123
H 2.811 0.246 -3.933 0.113
H -1.215 -4.690 3.035 0.117
C -2.283 2.786 -1.311 -0.362
H -3.635 -2.712 -1.451 0.099
H -3.557 -1.293 0.307 0.110
C 1.306 1.055 -2.616 -0.319
H -3.496 -3.969 3.644 0.118
H 4.014 -0.125 0.106 0.039
H -3.551 -0.237 3.899 0.115
C 2.841 -3.857 -2.166 -0.040
H -5.173 1.790 -2.777 0.114
C 1.685 5.067 1.696 -0.050
H -0.741 1.087 6.068 0.138
C 2.148 -1.318 3.864 -0.149
H 3.218 -1.457 4.017 0.128
C 0.553 2.598 -4.835 -0.041
H 1.740 3.805 -1.445 0.110
H 3.003 5.330 0.025 0.118
C 1.405 3.977 -0.430 -0.072
H 2.240 5.741 2.335 0.117
P -0.931 -1.632 -0.826 1.027
H -1.924 0.027 2.257 0.082
H -4.922 -2.687 -3.547 0.118
H -0.443 -4.387 -1.546 0.122
H 1.670 -0.869 5.924 0.129
C -1.097 -3.417 1.316 -0.075
C -3.202 1.954 -1.956 -0.084
H -0.330 -0.511 6.680 0.129
H -0.099 -3.744 1.053 0.108
H -0.964 3.425 -3.568 0.116
C -2.173 -1.008 -4.604 -0.047
C -2.641 4.088 -0.962 -0.068
C 2.116 4.834 0.398 -0.052
C 1.570 -0.423 4.936 -0.126
C 1.985 0.943 -3.832 -0.074
C -4.815 3.734 -1.932 -0.049
H 0.265 3.196 -5.690 0.119
H 2.522 0.197 2.386 0.113
H -2.138 -1.540 5.376 0.121
H -4.186 5.571 -1.021 0.118
C -3.953 -2.207 -3.508 -0.049
H 4.236 0.594 -1.502 0.048
C -1.758 -2.472 0.535 -0.372
Au -0.058 0.292 0.414 0.751
H 3.561 1.565 -0.190 0.033
C -4.463 2.431 -2.270 -0.054
C -0.175 3.582 1.357 -0.121
C 1.780 -1.789 -1.460 -0.291
H -1.760 -0.552 -5.494 0.117
C 0.255 3.347 0.045 -0.388
C -1.978 -1.604 -2.278 -0.356
C -3.430 -1.601 -4.640 -0.046
C 3.582 0.562 -0.624 -0.184
C 0.579 -2.500 -1.317 -0.371
C -0.137 2.730 -3.638 -0.058
H 1.668 -2.299 3.920 0.124
```

As for the charge: +2. The lowest unoccupied orbital energy (alpha / beta) comes out at -0.162 / -0.272 Ha. Its expectation value of S² is 2.012. Its HOMO energy (alpha / beta) is -11.93 / -13.74 eV. The multiplicity is 3. Its frontier orbital gap (alpha / beta) is 7.5 / 6.4 eV.


A structure of composition C44H44F6N7O4OsS3Sb. Source: OMol25; level of theory: wB97M-V/def2-TZVPD.

Geometry as XYZ:
```
110
Properties=species:S:1:pos:R:3:lowdin_charge:R:1
O 3.078 1.320 0.104 -0.498
H -5.352 3.531 2.640 0.097
H -2.855 -2.833 2.663 0.118
H -1.980 2.409 -2.472 0.123
C -1.538 2.682 0.983 -0.205
F 3.136 -1.320 2.441 0.135
C 1.112 4.279 -1.751 -0.197
H 0.637 -4.551 2.611 0.092
C 2.494 -0.822 3.495 -0.692
H -5.372 1.394 -1.102 0.125
H 0.475 5.670 3.367 0.086
N 1.411 1.784 -4.193 0.084
C -4.191 -0.423 -0.844 -0.264
C -3.506 -1.467 -1.725 -0.103
C 3.824 -4.186 1.437 -0.118
C 2.417 -5.097 3.669 -0.054
N 1.093 1.823 -2.085 -0.063
N 3.197 1.615 2.633 -0.263
H -0.554 5.215 4.707 0.090
H -1.055 -5.128 -1.344 0.081
C 1.413 -4.965 -2.831 -0.104
H 1.835 4.879 1.350 0.104
H 5.588 -4.783 2.495 0.118
O 4.030 3.384 1.111 -0.222
H -0.538 -2.391 1.954 0.098
H 5.030 -3.900 -3.711 0.116
N 1.372 4.025 -0.473 0.086
C -2.457 -3.330 1.786 -0.066
F 6.131 1.690 0.244 0.187
H -5.220 4.544 1.203 0.090
H -0.714 0.450 -2.329 0.063
C 1.717 -4.572 2.589 -0.117
C 4.507 -4.713 2.523 -0.054
H 0.423 3.067 1.871 0.058
C 1.121 3.093 -2.612 -0.277
C -3.146 0.243 0.057 -0.066
H -4.934 -0.905 -0.205 0.147
C 3.271 -4.953 -4.363 -0.054
H 1.716 7.218 0.463 0.126
C -0.039 4.825 3.831 -0.013
C 5.429 1.139 1.211 -0.695
H -3.671 2.698 0.481 0.091
N -1.106 1.757 0.056 -0.001
H -2.703 5.229 3.714 0.137
C -1.021 4.194 2.869 -0.223
F 3.301 -0.728 4.523 0.201
C -2.776 2.033 -1.815 -0.070
C 1.300 1.021 -3.119 -0.159
H -2.583 -0.518 0.613 0.121
H -4.269 -4.406 1.377 0.118
C -2.746 -4.849 -0.066 -0.063
H -3.369 -5.532 -0.631 0.120
H 1.873 -5.468 4.529 0.119
H 4.039 -3.182 -1.583 0.088
H 0.711 4.111 4.168 0.077
H 1.576 1.496 -5.145 0.181
C -3.838 1.307 -2.650 -0.267
H 1.406 -5.952 -4.733 0.117
H -3.894 -0.271 -4.137 0.129
C -1.148 -3.092 1.392 -0.151
H 3.705 -5.250 -5.309 0.117
H -4.240 -1.969 -2.362 0.132
C -0.627 3.303 1.899 -0.013
S 1.906 0.849 3.040 0.653
C 4.014 -4.188 -3.469 -0.059
H -5.647 0.168 -2.333 0.128
F 6.006 1.330 2.377 0.190
C -3.325 3.986 2.075 -0.224
C -0.639 -3.747 0.269 -0.363
F 5.248 -0.152 0.982 0.162
C -4.787 4.349 2.185 -0.018
N 1.312 3.102 -3.899 0.180
H -4.332 2.044 -3.286 0.148
H -1.908 -1.494 -3.179 0.146
H -4.931 5.234 2.804 0.087
C 1.977 -5.341 -4.044 -0.059
C -3.251 -4.214 1.061 -0.056
N 1.159 6.619 -1.433 0.126
H 0.699 5.756 -3.262 0.131
C -3.157 0.242 -3.515 -0.106
C -2.463 -0.759 -2.588 -0.265
C 2.432 -4.114 1.485 -0.357
O 1.269 1.422 4.171 -0.203
H -3.029 -2.232 -1.103 0.099
H 4.379 -3.850 0.569 0.094
H -3.215 2.905 -1.346 0.107
C -1.457 -0.026 -1.686 -0.173
C 3.804 -5.158 3.638 -0.046
C -1.434 -4.622 -0.467 -0.100
C 1.583 5.072 0.319 -0.095
H -2.432 0.714 -4.188 0.121
H 0.416 -5.301 -2.588 0.078
H 1.348 -0.060 -3.091 0.084
S 3.790 1.989 1.234 0.663
C -2.908 3.092 1.118 0.027
H -0.952 -0.752 -1.055 0.023
F 1.439 -1.556 3.803 0.169
O 0.999 0.534 1.891 -0.494
C 2.159 -4.195 -1.945 -0.360
H 4.343 -5.565 4.485 0.118
C 1.500 6.367 -0.173 -0.062
C -2.133 1.038 -0.811 -0.377
H -3.649 0.854 0.795 0.104
C -2.380 4.527 2.950 0.060
C 3.459 -3.798 -2.260 -0.143
C -4.873 0.641 -1.725 -0.091
C 0.968 5.570 -2.229 -0.035
Sb 1.377 -3.380 -0.170 1.435
S 1.457 -1.125 -0.819 0.207
Os 0.935 1.352 -0.050 1.450
```

As for the charge: +2. The lowest unoccupied orbital energy (alpha / beta) comes out at -0.185 / -0.281 Ha. Its expectation value of S² is 6.051. Its HOMO energy (alpha / beta) is -13.16 / -13.67 eV. The multiplicity is 5. Its frontier orbital gap (alpha / beta) is 8.1 / 6.0 eV.


A structure of composition C44H44N4O2RuSSb. Source: OMol25; level of theory: wB97M-V/def2-TZVPD.

Geometry as XYZ:
```
97
Properties=species:S:1:pos:R:3:lowdin_charge:R:1
H 1.811 -0.808 2.695 0.043
H 4.907 0.793 -1.145 0.100
N 0.004 3.537 -1.171 -0.039
C -2.644 -3.586 -3.709 -0.093
H 2.710 4.718 -3.169 0.097
C 1.922 -0.143 -3.499 -0.046
C 4.471 3.983 -2.177 -0.097
H -1.719 -2.888 0.894 0.104
C -2.239 3.516 3.899 -0.059
C -2.192 -2.420 -1.627 -0.052
C -3.700 -6.530 3.113 -0.065
H -2.802 -3.563 -4.780 0.098
S -0.840 -0.132 2.551 0.595
H -2.461 -5.767 -1.124 0.114
C 4.397 1.649 -1.570 -0.040
C -3.894 -5.269 1.081 -0.039
C -2.267 -3.644 -0.913 -0.164
C -1.003 -0.009 0.897 -0.873
Sb 1.207 4.648 1.495 1.524
H -4.050 2.601 3.211 0.121
O -2.000 -0.052 -1.636 0.033
H -0.776 -6.724 4.448 0.081
C 4.282 0.954 1.942 -0.032
H -0.644 1.573 -2.763 0.032
C 2.570 2.987 1.485 -0.463
N -2.107 -3.709 0.461 0.107
H 4.996 4.932 -2.217 0.098
Ru -0.064 1.589 -0.065 1.272
C -0.535 3.628 2.238 -0.462
C -0.513 3.686 -2.402 -0.330
O -1.476 -1.150 0.227 -0.139
C -1.952 -4.981 2.506 -0.160
H -2.797 -5.728 -3.549 0.104
C -4.405 -6.203 1.964 -0.086
C -0.974 3.929 3.513 -0.129
C -1.901 -1.099 -1.037 -0.475
N 2.077 1.741 1.465 0.048
C -2.654 -4.796 -3.015 -0.079
H -0.339 4.490 4.188 0.090
H -2.956 1.884 -0.276 0.045
C -2.403 -2.425 -3.013 -0.025
C 2.397 -0.676 1.787 -0.071
H 2.593 -1.864 -1.481 0.089
H 4.024 -1.146 -2.242 0.090
H -0.908 4.981 -4.058 0.119
H 3.213 -1.402 1.771 0.083
H 1.724 -0.857 0.952 0.043
C 0.102 6.007 -2.469 -0.060
C 5.073 2.866 -1.622 -0.094
H -2.360 -1.470 -3.520 0.116
H -2.326 -7.001 5.247 0.071
C -2.659 -4.674 1.335 -0.191
C -2.464 -4.823 -1.652 -0.031
H 4.930 0.111 2.151 0.116
H 1.535 2.566 -3.078 0.086
H -5.364 -6.665 1.763 0.100
C 2.925 0.720 1.716 -0.311
C -0.478 4.911 -3.066 -0.021
C -1.136 2.498 -3.060 -0.042
H -0.053 -4.223 1.853 0.085
H 1.232 0.595 -3.914 0.065
H -2.606 3.713 4.900 0.112
C -1.750 -6.279 4.668 -0.054
H -1.576 -5.401 5.293 0.084
H -4.364 2.503 0.618 0.089
C -3.429 1.940 0.695 -0.036
H -4.451 -4.983 0.199 0.112
C -2.535 2.593 1.703 -0.352
H -0.050 -4.802 3.521 0.066
H 6.083 2.932 -1.230 0.102
C 3.198 -0.957 -1.546 -0.067
H 5.846 2.419 2.065 0.112
C 2.319 0.205 -2.039 -0.563
H -2.184 2.409 -2.763 0.089
C 0.606 5.853 -1.186 -0.144
H -4.101 -7.263 3.803 0.103
C -2.486 -5.916 3.399 -0.232
H -1.101 2.600 -4.146 0.090
C 3.100 1.520 -2.060 -0.171
H 4.249 4.311 1.690 0.087
H 0.576 -0.734 -1.271 0.027
H 3.616 -0.763 -0.557 0.054
H -3.674 0.923 1.005 0.091
C 3.911 3.282 1.691 -0.144
C 3.187 3.865 -2.698 -0.081
H 1.424 -1.116 -3.520 0.085
H -0.803 -3.258 3.118 0.063
H 1.052 6.689 -0.662 0.079
C 4.789 2.235 1.909 -0.070
C 0.533 4.616 -0.561 -0.437
H 2.811 -0.186 -4.138 0.090
C 1.042 0.252 -1.206 -0.139
C -0.642 -4.284 2.770 -0.032
C 2.520 2.651 -2.639 -0.048
N -1.275 2.920 1.361 -0.052
C -3.035 2.886 2.970 -0.032
H 0.160 6.960 -2.984 0.114
```

As for the charge: 0. The lowest unoccupied orbital energy (alpha / beta) comes out at -0.003 / -0.020 Ha. Its expectation value of S² is 8.775. Its HOMO energy (alpha / beta) is -4.84 / -7.17 eV. The multiplicity is 6. Its frontier orbital gap (alpha / beta) is 4.7 / 6.6 eV.


A structure of composition C44H45Cl3CuN5O2PS2. Source: OMol25; level of theory: wB97M-V/def2-TZVPD.

Geometry as XYZ:
```
103
Properties=species:S:1:pos:R:3:lowdin_charge:R:1
N -0.357 5.306 -2.926 0.034
C 3.639 -3.361 1.066 -0.648
C -2.046 -3.004 -1.489 -0.067
C -0.681 1.343 2.810 -0.013
C 5.124 0.977 -1.445 -0.046
H -0.975 7.275 -2.531 0.132
C -1.262 -2.412 6.050 -0.329
C 3.613 0.890 -1.219 -0.377
H 1.920 -3.776 -0.136 0.069
H 0.510 7.117 -3.468 0.132
O 1.006 -2.273 5.173 -0.121
Cu 0.246 0.920 -1.265 0.174
H 5.630 0.031 -1.259 0.079
H -5.844 1.568 -0.610 0.117
P -1.512 -0.342 -1.958 1.069
H -2.606 -5.062 -1.316 0.123
C 1.468 -1.680 -2.066 -0.298
H -0.842 6.395 0.018 0.132
C -3.362 -0.981 -3.938 -0.080
N -0.090 4.593 -0.758 0.042
H 2.940 0.556 -3.228 0.161
C 0.836 -1.704 3.892 -0.286
N 0.412 0.514 2.847 -0.029
H -0.294 -5.888 -1.685 0.126
Cl 4.737 -4.029 -0.083 0.743
C -1.024 -2.080 -1.703 -0.252
C 0.955 -0.169 4.014 -0.037
C 2.960 0.000 -2.285 -0.235
C 3.231 -2.295 3.174 -0.567
C -1.792 -4.366 -1.469 -0.023
H 0.342 -2.824 1.505 0.122
H -3.058 -2.655 -1.336 0.109
C -0.502 -4.827 -1.672 -0.020
H 1.946 2.319 -1.146 0.004
C -0.022 -3.148 5.630 -0.134
O 2.585 -2.324 -2.377 0.022
C -1.837 0.137 -5.985 -0.055
C 3.037 2.307 -1.245 -0.061
S -0.663 2.730 -2.593 0.751
H 0.410 -3.639 6.500 0.144
H 3.294 2.803 -2.182 0.100
H 1.530 -4.281 -2.037 0.126
C -3.036 -0.495 -6.271 -0.048
C 1.407 -2.814 1.717 -0.025
C -0.828 1.731 1.510 -0.126
H -0.247 -3.912 4.880 0.116
C 0.290 -2.543 -1.871 -0.122
H -4.005 1.162 -2.209 0.113
H -2.736 -0.083 7.990 0.075
C -4.994 0.970 -0.312 -0.049
Cl 3.900 -1.637 4.623 0.795
C -1.247 -1.386 7.042 -0.141
H -4.735 -1.540 -5.479 0.118
H 4.369 -1.591 -1.678 0.098
C 0.879 0.415 1.594 -0.118
C -2.468 -0.845 7.275 -0.398
H 5.339 1.285 -2.471 0.100
H -0.347 -1.098 7.567 0.125
C 3.653 -1.365 -2.467 -0.050
H 1.999 0.108 4.136 0.106
C 0.778 6.783 -1.355 -0.149
C 0.117 5.954 -0.265 -0.141
C -3.967 0.737 -1.214 -0.074
H 5.555 1.717 -0.772 0.091
N 0.168 1.151 0.756 -0.011
H -5.738 0.597 1.666 0.118
H -0.070 3.821 -0.113 0.098
C -0.338 4.325 -2.035 -0.744
H -0.166 -1.929 3.503 0.148
C 1.853 -2.271 2.918 -0.191
H -0.577 5.048 -3.874 0.135
H -3.378 -0.563 -7.294 0.118
H 4.142 -1.477 -3.431 0.147
C -2.889 -0.064 -0.839 -0.367
Cl -2.984 -3.690 4.316 0.655
H 1.782 6.397 -1.546 0.125
C -0.048 6.706 -2.629 -0.140
C -2.147 -0.356 -3.653 -0.347
H -3.967 -1.403 -3.148 0.108
H -1.577 2.370 1.071 0.116
H 3.417 0.441 -0.238 0.131
C -3.836 -0.335 1.348 -0.060
H 5.177 -2.851 2.473 0.114
C -2.812 -0.578 0.456 -0.113
H -1.255 0.582 -6.781 0.115
C -1.382 0.199 -4.676 -0.115
H -3.788 -0.745 2.345 0.106
C -4.932 0.427 0.964 -0.046
C 4.118 -2.840 2.257 -0.109
H -1.242 1.597 3.692 0.137
H 0.411 0.144 4.903 0.139
H 1.746 -0.166 1.325 0.132
H 0.866 7.818 -1.032 0.129
C -2.515 -2.586 5.543 -0.977
C 0.525 -3.923 -1.869 -0.024
S -3.686 -1.568 6.308 1.002
C 2.282 -3.352 0.790 -0.094
H -0.442 0.681 -4.443 0.064
C -3.798 -1.051 -5.250 -0.048
H 3.446 2.893 -0.422 0.095
N 1.568 -0.399 -1.965 0.084
H -1.957 -1.179 0.748 0.106
H 0.747 5.909 0.621 0.130
```

As for the charge: +2. The lowest unoccupied orbital energy (alpha / beta) comes out at -0.185 / -0.259 Ha. Its expectation value of S² is 0.756. Its HOMO energy (alpha / beta) is -12.65 / -12.65 eV. The multiplicity is 2. Its frontier orbital gap (alpha / beta) is 7.6 / 5.6 eV.


Number 1: largest force on an atom 0.01350 hartree/bohr, energy -80948.965 eV. Number 2: largest force on an atom 0.02078 hartree/bohr, energy -122762.008 eV. Number 3: largest force on an atom 0.03252 hartree/bohr, energy -76347.748 eV. Number 4: largest force on an atom 0.01686 hartree/bohr, energy -171060.082 eV.